## 1
A cluster of 2 separate species, C4H11NOS in total. Source: OMol25; level of theory: ωB97M-V/def2-TZVPD.

Calculated values
HOMO energy (spin up / spin down): -0.342 / -0.342 Eh
Orbital gap (spin up / spin down): 0.3160 / 0.3160 Ha

```
! RIJCOSX wB97M-V def2-TZVPD def2/J DEFGRID3
* xyz 0 1
C -1.743 -0.326 -0.847
C 0.117 -1.879 -0.097
C 1.669 1.697 0.271
C -0.309 -0.493 -0.570
N -0.026 0.466 2.102
O -0.880 1.950 0.409
S 0.081 0.940 0.673
H -1.856 0.803 -0.987
H -1.994 -0.688 -1.774
H -2.269 -0.538 -0.021
H 1.072 -2.263 -0.497
H -0.622 -2.550 -0.474
H 0.134 -2.011 1.065
H 2.015 2.166 1.139
H 2.210 0.873 -0.213
H 1.376 2.494 -0.322
H 0.789 -0.179 -2.252
H 0.237 -0.463 2.396
*
```



## 2
A cluster of 2 separate species, C4H11NOS in total. Source: OMol25; level of theory: ωB97M-V/def2-TZVPD.

Calculated values
HOMO energy: -0.307 Eh
Orbital gap: 0.3071 Ha

```
! RIJCOSX wB97M-V def2-TZVPD def2/J DEFGRID3
* xyz 0 1
C 1.968 -0.265 -0.293
C 0.543 -0.462 0.209
C -0.464 -0.601 -0.977
C -1.550 -1.474 -0.569
N -2.954 0.630 -0.102
O -0.895 2.300 0.510
S -2.985 -0.883 0.121
H 2.026 0.181 -1.236
H 2.535 0.329 0.347
H 2.532 -1.173 -0.321
H 0.439 -1.195 1.040
H 0.515 0.665 0.574
H -1.015 0.271 -1.278
H 0.198 -0.948 -1.790
H -1.547 -2.506 -0.513
H -1.638 2.003 0.982
H -3.694 1.090 0.270
H -1.091 2.004 -0.400
*
```



Energy ordering: 2 at the bottom, the next structure 0.1213 hartree above.



## 1
A structure of composition C41H67N3O2P2Si6Sn. Source: OMol25; level of theory: ωB97M-V/def2-TZVPD.

Calculated values
HOMO energy: -0.058 Eh
Orbital gap: 0.2166 Ha

```
! RIJCOSX wB97M-V def2-TZVPD def2/J DEFGRID3
* xyz -2 1
Sn -0.013 -1.515 -0.212
C 0.705 0.714 -5.326
Si 0.712 -0.454 -3.805
C 0.026 -2.096 -4.498
C 2.544 -0.676 -3.365
N -0.039 0.044 -2.350
P -1.517 0.740 -2.227
C -2.320 0.906 -0.745
P -1.799 2.062 0.384
N -0.566 1.705 1.364
Si 0.161 2.521 2.659
C 2.045 2.359 2.471
C -0.139 4.373 3.058
C -0.319 1.665 4.291
C -3.277 2.247 1.477
C -3.525 3.387 2.238
C -4.587 3.429 3.130
C -5.410 2.324 3.286
C -5.168 1.178 2.538
C -4.113 1.144 1.640
C -1.590 3.798 -0.170
C -0.301 4.317 -0.261
C -0.088 5.609 -0.713
C -1.160 6.390 -1.113
C -2.445 5.861 -1.081
C -2.657 4.570 -0.626
C -2.682 -0.354 -3.151
C -3.451 -1.252 -2.414
C -4.313 -2.137 -3.043
C -4.414 -2.142 -4.429
C -3.636 -1.270 -5.174
C -2.771 -0.389 -4.540
C -1.498 2.209 -3.323
C -0.324 2.939 -3.468
C -0.305 4.095 -4.232
C -1.463 4.544 -4.847
C -2.649 3.844 -4.671
C -2.671 2.696 -3.897
H 1.067 0.182 -6.210
H -0.290 1.101 -5.553
H 1.348 1.580 -5.165
H 0.818 -2.842 -4.582
H -0.728 -2.510 -3.826
H -0.436 -1.978 -5.480
H 2.966 -1.534 -3.892
H 3.141 0.204 -3.615
H 2.639 -0.861 -2.295
H 2.434 3.052 1.722
H 2.557 2.569 3.414
H 2.307 1.346 2.160
H -0.120 4.997 2.163
H -1.108 4.521 3.541
H 0.628 4.747 3.741
H 0.131 0.674 4.342
H 0.028 2.234 5.158
H -1.403 1.555 4.375
H -2.877 4.247 2.116
H -4.773 4.326 3.712
H -6.236 2.353 3.989
H -5.803 0.307 2.660
H -3.915 0.265 1.041
H 0.524 3.686 0.050
H 0.919 6.010 -0.758
H -0.995 7.401 -1.468
H -3.282 6.465 -1.414
H -3.655 4.148 -0.614
H -3.376 -1.221 -1.333
H -4.914 -2.819 -2.453
H -5.094 -2.828 -4.921
H -3.698 -1.276 -6.257
H -2.159 0.279 -5.133
H 0.573 2.563 -2.991
H 0.618 4.651 -4.353
H -1.445 5.444 -5.450
H -3.559 4.196 -5.145
H -3.598 2.157 -3.740
O -1.206 -0.911 2.261
H -0.967 -0.980 3.193
H -0.977 0.017 2.002
O 1.648 -4.579 -3.097
C 1.402 -3.757 -2.266
N 1.183 -2.969 -1.405
C -0.969 -4.208 2.915
Si 0.294 -4.093 1.467
C -0.728 -4.981 0.105
C 1.561 -5.479 1.893
Si 2.052 -1.904 1.461
Si 4.294 -2.304 0.615
C 4.958 -0.536 0.281
C 5.747 -3.104 1.602
C 4.445 -3.208 -1.052
Si 2.658 -2.259 3.783
C 3.704 -0.800 4.463
C 3.678 -3.778 4.385
C 1.202 -2.310 5.030
H -1.452 -5.187 2.951
H -1.746 -3.450 2.791
H -0.498 -4.038 3.883
H -0.079 -5.294 -0.713
H -1.250 -5.862 0.488
H -1.477 -4.311 -0.326
H 1.083 -6.463 1.897
H 2.018 -5.320 2.871
H 2.362 -5.498 1.151
H 4.978 0.060 1.197
H 4.299 -0.021 -0.422
H 5.965 -0.529 -0.143
H 5.942 -2.576 2.539
H 6.670 -3.096 1.019
H 5.523 -4.143 1.854
H 3.779 -2.749 -1.782
H 4.140 -4.252 -0.965
H 5.461 -3.182 -1.454
H 4.632 -0.681 3.899
H 3.963 -0.920 5.518
H 3.145 0.133 4.363
H 4.705 -3.731 4.024
H 3.251 -4.708 4.005
H 3.706 -3.847 5.474
H 0.618 -1.390 4.994
H 1.542 -2.447 6.059
H 0.524 -3.130 4.796
*
```



## 2
A structure of composition C41H67N3O2P2Si6Sn. Source: OMol25; level of theory: ωB97M-V/def2-TZVPD.

Calculated values
HOMO energy: -0.057 Eh
Orbital gap: 0.2071 Ha

```
! RIJCOSX wB97M-V def2-TZVPD def2/J DEFGRID3
* xyz -2 1
Sn 0.481 -1.108 -0.355
C 3.194 0.897 1.340
Si 1.688 2.020 1.222
C 2.113 3.379 2.506
C 1.726 2.893 -0.438
N 0.250 1.044 1.282
P -1.094 1.508 2.051
C -2.513 0.525 1.854
P -2.844 -1.265 1.643
N -1.553 -1.964 0.835
Si -1.572 -3.676 0.708
C -1.309 -4.198 -1.096
C -3.205 -4.470 1.264
C -0.173 -4.475 1.694
C -3.759 1.140 2.363
C -3.823 1.967 3.496
C -4.998 2.584 3.907
C -6.178 2.392 3.208
C -6.159 1.541 2.106
C -4.989 0.929 1.698
C -2.563 -1.749 3.433
C -1.323 -1.604 4.048
C -1.138 -1.964 5.372
C -2.196 -2.498 6.101
C -3.435 -2.661 5.498
C -3.614 -2.282 4.171
C -0.500 1.948 3.756
C -0.919 3.044 4.509
C -0.396 3.281 5.772
C 0.530 2.406 6.323
C 0.931 1.292 5.598
C 0.419 1.069 4.331
C -1.587 3.137 1.322
C -2.510 3.147 0.277
C -2.779 4.312 -0.426
C -2.103 5.485 -0.122
C -1.149 5.478 0.884
C -0.898 4.316 1.600
H 4.110 1.490 1.326
H 3.247 0.193 0.506
H 3.182 0.311 2.264
H 3.160 3.271 2.796
H 1.522 3.335 3.420
H 1.990 4.375 2.073
H 2.646 3.468 -0.573
H 0.879 3.577 -0.545
H 1.675 2.154 -1.236
H -2.040 -3.731 -1.761
H -1.382 -5.282 -1.220
H -0.313 -3.896 -1.437
H -4.042 -3.853 0.929
H -3.255 -4.525 2.355
H -3.341 -5.478 0.863
H 0.766 -3.972 1.452
H -0.051 -5.537 1.458
H -0.339 -4.378 2.770
H -2.948 2.068 4.115
H -4.992 3.201 4.799
H -7.097 2.871 3.525
H -7.076 1.353 1.558
H -5.004 0.266 0.843
H -0.505 -1.205 3.457
H -0.171 -1.835 5.846
H -2.052 -2.792 7.134
H -4.258 -3.086 6.063
H -4.581 -2.398 3.691
H -1.638 3.740 4.095
H -0.708 4.159 6.326
H 0.937 2.594 7.309
H 1.658 0.607 6.018
H 0.774 0.233 3.740
H -3.026 2.230 0.022
H -3.518 4.299 -1.218
H -2.309 6.397 -0.669
H -0.587 6.378 1.109
H -0.145 4.331 2.373
O -1.945 -0.165 -1.515
H -2.307 -0.753 -0.832
H -1.783 0.656 -1.029
O 3.935 -2.992 2.011
C 3.112 -2.566 1.259
N 2.293 -2.153 0.501
C 4.846 0.109 -5.480
Si 4.079 0.101 -3.726
C 4.332 1.912 -3.186
C 5.338 -0.881 -2.687
Si 1.899 -0.645 -3.222
Si 0.667 0.316 -5.016
C -1.038 -0.516 -5.165
C 0.229 2.148 -4.727
C 1.303 0.341 -6.822
Si 2.117 -2.870 -4.008
C 0.489 -3.711 -4.532
C 3.310 -3.308 -5.438
C 2.739 -3.944 -2.570
H 5.915 0.343 -5.451
H 4.353 0.855 -6.109
H 4.724 -0.860 -5.970
H 5.362 2.251 -3.333
H 4.082 2.033 -2.134
H 3.674 2.579 -3.753
H 6.315 -0.391 -2.632
H 5.487 -1.885 -3.097
H 4.964 -1.005 -1.667
H -1.479 -0.637 -4.172
H -0.952 -1.510 -5.610
H -1.732 0.069 -5.776
H -0.353 2.256 -3.812
H -0.365 2.563 -5.547
H 1.127 2.762 -4.616
H 1.579 -0.666 -7.152
H 2.195 0.967 -6.917
H 0.544 0.727 -7.509
H 0.209 -3.446 -5.555
H -0.328 -3.396 -3.877
H 0.561 -4.800 -4.470
H 3.061 -2.748 -6.345
H 3.278 -4.374 -5.682
H 4.340 -3.054 -5.172
H 2.065 -3.849 -1.715
H 3.722 -3.611 -2.226
H 2.809 -5.005 -2.829
*
```



Energy ordering: 2 at the bottom, the next structure 0.0637 hartree above.



## 1
A cluster of 2 separate species, C3H10NO2 in total. Source: OMol25; level of theory: ωB97M-V/def2-TZVPD.

Calculated values
HOMO energy: -0.113 Eh
Orbital gap: 0.2697 Ha

```
! RIJCOSX wB97M-V def2-TZVPD def2/J DEFGRID3
* xyz -1 1
C 0.509 0.709 -0.422
O 0.200 1.736 0.425
C 0.169 -0.635 0.244
C -0.130 -1.679 -0.834
N 1.273 -1.134 1.092
H 1.615 0.558 -0.585
H 0.017 0.789 -1.423
H -0.671 -0.500 0.943
H -1.013 -1.318 -1.370
H 0.751 -1.708 -1.449
H -0.345 -2.656 -0.402
H 1.774 -0.384 1.553
H 1.030 -1.828 1.783
H -1.016 2.681 -0.114
H -2.170 2.382 0.651
O -1.994 2.986 -0.092
*
```



## 2
A cluster of 2 separate species, C3H10NO2 in total. Source: OMol25; level of theory: ωB97M-V/def2-TZVPD.

Calculated values
HOMO energy: -0.123 Eh
Orbital gap: 0.2702 Ha

```
! RIJCOSX wB97M-V def2-TZVPD def2/J DEFGRID3
* xyz -1 1
C 0.102 1.554 -0.511
N 0.886 0.306 -0.083
C 0.648 -0.992 -0.767
O -0.606 -1.634 -0.844
C 0.779 2.740 0.096
H -0.050 1.597 -1.625
H -0.894 1.471 -0.015
H 0.577 0.034 0.921
H 1.559 -1.425 -0.321
H 1.002 -0.640 -1.814
H 1.740 2.732 -0.420
H 0.916 2.916 1.199
H 0.177 3.698 -0.043
H -1.569 -2.777 1.802
H -1.152 -1.785 0.780
O -1.605 -1.838 1.744
*
```



Energy ordering: 1 at the bottom, the next structure 0.0391 hartree above.



## 1
A structure of composition C3H10NO2. Source: OMol25; level of theory: ωB97M-V/def2-TZVPD.

Calculated values
HOMO energy: -0.139 Eh
Orbital gap: 0.2846 Ha

```
! RIJCOSX wB97M-V def2-TZVPD def2/J DEFGRID3
* xyz -1 1
C 1.111 0.670 0.736
C 0.920 -0.635 -0.025
C 0.000 -0.249 -1.266
O -1.399 -0.320 -1.108
N 1.771 0.510 2.054
H 0.211 1.230 1.014
H 1.719 1.326 0.123
H 1.991 -0.978 -0.060
H 0.405 -1.259 0.764
H 0.305 -0.883 -2.026
H 0.156 0.822 -1.568
H 1.888 -0.495 2.193
H 1.176 0.703 2.835
H -3.954 0.389 -1.088
H -2.528 -0.366 -1.121
O -3.772 -0.466 -1.457
*
```



## 2
A cluster of 2 separate species, C3H10NO2 in total. Source: OMol25; level of theory: ωB97M-V/def2-TZVPD.

Calculated values
HOMO energy: -0.123 Eh
Orbital gap: 0.2862 Ha

```
! RIJCOSX wB97M-V def2-TZVPD def2/J DEFGRID3
* xyz -1 1
C 0.588 -0.442 0.796
O 1.108 -0.926 -0.358
C -0.882 -0.001 0.658
C -1.055 1.071 -0.424
N -1.762 -1.147 0.374
H 1.135 0.439 1.209
H 0.557 -1.209 1.609
H -1.185 0.439 1.604
H -0.520 0.788 -1.340
H -2.127 1.171 -0.620
H -0.656 2.024 -0.059
H -1.245 -1.739 -0.278
H -1.775 -1.729 1.205
H 1.891 0.180 -1.128
H 3.394 0.375 -1.485
O 2.534 0.707 -1.762
*
```



Energy ordering: 2 at the bottom, the next structure 0.0770 hartree above.



## 1
The molecule C7H7NO2S. Source: OMol25; level of theory: ωB97M-V/def2-TZVPD.

Calculated values
SMILES: N#C[C@@H]1[C@H]2C=C[C@H](C2)S1(=O)=O
HOMO energy: -0.353 Eh
Orbital gap: 0.3491 Ha

```
! RIJCOSX wB97M-V def2-TZVPD def2/J DEFGRID3
* xyz 0 1
C -0.866 -2.338 -0.104
C -0.143 1.154 -1.290
C 0.187 1.801 -0.189
C 1.319 -0.230 -0.064
C -1.009 -0.988 -0.350
C 0.174 -0.326 -1.101
C 0.877 0.950 0.798
N -0.739 -3.405 0.317
O -0.311 -0.839 2.637
O -1.734 0.952 1.637
S -0.617 0.059 1.534
H -0.719 1.551 -2.197
H -0.124 2.898 -0.061
H 1.582 -1.152 0.381
H 2.137 -0.038 -0.663
H -1.874 -0.507 -0.645
H 0.369 -0.806 -2.178
H 1.489 1.264 1.538
*
```



## 2
The molecule C7H7NO2S. Source: OMol25; level of theory: ωB97M-V/def2-TZVPD.

Calculated values
HOMO energy (spin up / spin down): -0.336 / -0.319 Eh
Orbital gap (spin up / spin down): 0.2980 / 0.2542 Ha

```
! RIJCOSX wB97M-V def2-TZVPD def2/J DEFGRID3
* xyz 0 1
C 1.930 -0.486 -0.178
C 0.971 -1.486 -0.600
C 1.726 0.818 0.067
C -1.344 -2.048 0.520
C -0.254 -1.737 -0.173
C 0.476 1.783 -0.149
C -0.483 1.090 0.664
N -2.287 -1.164 0.717
O -1.639 0.126 -1.455
O -3.168 1.133 0.230
S -1.958 0.356 -0.037
H 2.983 -0.781 -0.166
H 1.443 -2.142 -1.329
H 2.578 1.469 0.205
H -1.558 -3.005 1.076
H 0.789 2.887 0.152
H 0.215 1.811 -1.281
H -0.421 1.376 1.738
*
```



Energy ordering: 1 at the bottom, the next structure 0.1421 hartree above.



## 1
The molecule C4H6O4. Source: OMol25; level of theory: ωB97M-V/def2-TZVPD.

Calculated values
SMILES: COC(=O)[C@H](O)C=O
HOMO energy: -0.381 Eh
Orbital gap: 0.3900 Ha

```
! RIJCOSX wB97M-V def2-TZVPD def2/J DEFGRID3
* xyz 0 1
C 0.725 0.604 -0.667
C -1.261 -1.363 0.732
C 1.095 -0.588 0.189
C -0.554 1.265 -0.094
O 0.083 -1.531 0.278
O 1.709 1.635 -0.684
O 2.196 -0.784 0.665
O -1.598 1.382 -0.723
H 2.317 1.447 -1.420
H 0.510 0.281 -1.689
H -0.416 1.748 0.888
H -1.314 -0.610 1.522
H -1.597 -2.322 1.138
H -1.895 -1.164 -0.136
*
```



## 2
The molecule C4H6O4. Source: OMol25; level of theory: ωB97M-V/def2-TZVPD.

Calculated values
SMILES: C1O[C@H]2OCO[C@@H]2O1
HOMO energy: -0.369 Eh
Orbital gap: 0.4030 Ha

```
! RIJCOSX wB97M-V def2-TZVPD def2/J DEFGRID3
* xyz 0 1
C 1.843 -0.545 0.580
C 0.338 0.448 -0.471
C -1.930 0.542 -0.630
C -0.273 -0.395 0.569
H 2.652 0.281 1.025
H 2.376 -1.538 0.597
H 0.470 1.412 -0.110
H -2.416 -0.424 -0.976
H -2.487 1.521 -0.900
H -0.609 -1.348 0.294
O 1.492 -0.308 -0.716
O -0.768 0.414 -1.453
O -1.477 0.492 0.727
O 0.788 -0.553 1.464
*
```



Energy ordering: 1 at the bottom, the next structure 0.0868 hartree above.



## 1
A cluster of 2 separate species, C5H5N3O in total. Source: OMol25; level of theory: ωB97M-V/def2-TZVPD.

Calculated values
HOMO energy: -0.343 Eh
Orbital gap: 0.3011 Ha

```
! RIJCOSX wB97M-V def2-TZVPD def2/J DEFGRID3
* xyz 0 1
C -0.157 1.273 0.285
C -0.217 1.989 -1.012
C -2.757 -0.868 -0.135
C 1.624 -1.911 1.021
C 2.488 -2.242 0.280
N -0.993 0.373 0.649
N -1.646 -0.232 -0.330
N -3.700 -1.504 0.017
O 0.751 2.767 -1.239
H 0.375 1.555 1.260
H 0.760 -1.442 1.456
H 3.198 -2.347 -0.483
H -1.192 -0.201 -1.257
H 1.466 2.789 -0.513
*
```



## 2
The molecule C5H5N3O. Source: OMol25; level of theory: ωB97M-V/def2-TZVPD.

Calculated values
SMILES: O=C=NCn1ccnc1
HOMO energy: -0.335 Eh
Orbital gap: 0.3160 Ha

```
! RIJCOSX wB97M-V def2-TZVPD def2/J DEFGRID3
* xyz 0 1
C 1.154 2.045 0.402
C 0.517 1.165 1.182
C -0.042 0.836 -0.768
C -3.283 -0.597 0.150
C -0.936 -1.021 0.740
N 0.867 1.773 -0.886
N -0.331 0.388 0.399
N -2.434 -1.232 0.794
O -4.428 -0.541 -0.245
H 2.064 2.692 0.603
H 0.674 1.130 2.317
H -0.488 -1.590 -0.200
H -0.477 -1.285 1.633
H -0.414 0.387 -1.737
*
```



## 3
The molecule C5H5N3O. Source: OMol25; level of theory: ωB97M-V/def2-TZVPD.

Calculated values
SMILES: CC1=N/C(=N\C=O)C=N1
HOMO energy: -0.358 Eh
Orbital gap: 0.2828 Ha

```
! RIJCOSX wB97M-V def2-TZVPD def2/J DEFGRID3
* xyz 0 1
C 2.042 -1.222 -0.228
C 1.015 -0.118 -0.151
C -0.907 0.826 -0.152
C 0.322 1.907 -0.166
C -2.806 -0.132 0.100
H 1.754 -2.175 0.345
H 2.576 -1.557 -1.112
H 2.732 -0.914 0.584
H 0.447 3.101 0.123
H -2.225 -0.994 0.920
N -0.269 -0.439 0.124
N 1.421 1.156 -0.004
N -2.099 1.109 -0.102
O -4.003 -0.548 -0.281
*
```



Energy ordering: 2 at the bottom, the next structure 0.0883 hartree above.